Below is C2H8IN3 as an isolated structure at a distorted geometry, with properties calculated with ωB97M-V/def2-TZVPD.

Cartesian coordinates (Å):
C  1.01  1.46  0.10
C  0.59  -0.90  -0.30
N  1.46  0.27  -0.05
N  -1.81  -0.42  -0.24
N  -0.68  -0.77  0.44
I  -3.79  -1.99  -1.51
H  -0.15  1.62  0.44
H  1.54  2.29  0.34
H  0.26  -0.92  -1.30
H  1.14  -1.74  -0.09
H  2.51  0.14  -0.20
H  -2.65  0.02  0.25
H  -1.62  -0.03  -1.24
H  -0.91  -1.15  1.37

Output
⟨S²⟩: 2.008
calculated total energy: -14752.416 eV
charge: +2
HOMO (spin up / spin down): -17.46 / -17.24 eV
E_LUMO (spin up / spin down): -9.446 / -10.774 eV
multiplicity: 3
HOMO-LUMO gap (spin up / spin down): 8.02 / 6.47 eV